No. 1
C43H59CdN4PS as an isolated structure. Source: OMol25; level of theory: ωB97M-V/def2-TZVPD.

Each line ends with the Mulliken charge.
Geometry (Å):
Cd (-0.108, -0.511, -0.115)  4.27
C (-2.881, -0.773, 2.820)  -1.06
C (-2.672, -2.246, 2.575)  1.38
C (-2.765, -3.160, 3.616)  -0.95
C (-2.597, -4.520, 3.395)  -1.06
C (-2.351, -4.979, 2.113)  -1.02
C (-2.254, -4.099, 1.037)  1.23
C (-2.049, -4.675, -0.348)  -1.83
C (-2.404, -2.734, 1.295)  -0.92
N (-2.206, -1.791, 0.225)  0.91
C (-3.095, -1.638, -0.668)  0.36
C (-4.449, -2.278, -0.658)  -2.30
C (-2.732, -0.770, -1.874)  0.57
C (-3.738, -0.649, -2.975)  -1.89
N (-1.581, -0.234, -1.892)  1.22
C (-1.133, 0.502, -3.045)  -1.79
C (-0.406, -0.187, -4.012)  1.46
C (-0.136, -1.663, -3.870)  -1.37
C (0.051, 0.526, -5.115)  -1.00
C (-0.215, 1.881, -5.244)  -1.32
C (-0.925, 2.544, -4.252)  -0.52
C (-1.386, 1.868, -3.128)  1.29
C (-2.121, 2.596, -2.032)  -1.01
H (-3.215, -0.603, 3.842)  0.48
H (-3.642, -0.360, 2.152)  0.27
H (-1.966, -0.198, 2.654)  -0.05
H (-2.986, -2.796, 4.614)  0.44
H (-2.672, -5.219, 4.218)  0.45
H (-2.242, -6.042, 1.930)  0.51
H (-1.301, -5.468, -0.334)  0.58
H (-1.736, -3.936, -1.085)  0.18
H (-2.976, -5.131, -0.705)  0.38
H (-4.643, -2.770, 0.291)  0.45
H (-4.525, -3.021, -1.456)  0.38
H (-5.226, -1.535, -0.840)  0.59
H (-4.662, -0.204, -2.598)  0.43
H (-4.000, -1.639, -3.356)  0.41
H (-3.363, -0.042, -3.793)  0.45
H (0.216, -1.914, -2.865)  0.06
H (0.620, -1.988, -4.583)  0.49
H (-1.035, -2.260, -4.052)  0.35
H (0.610, 0.006, -5.885)  0.48
H (0.127, 2.419, -6.119)  0.44
H (-1.140, 3.602, -4.356)  0.51
H (-2.408, 3.595, -2.357)  0.48
H (-1.480, 2.704, -1.152)  -0.03
H (-3.029, 2.077, -1.719)  0.25
N (-0.706, 1.137, 1.249)  -1.44
S (0.095, 2.562, 1.365)  0.39
C (-0.915, 3.606, 2.370)  0.47
C (-1.359, 3.212, 3.627)  -0.15
C (-2.181, 4.072, 4.334)  -0.81
C (-2.547, 5.300, 3.786)  -0.48
C (-2.097, 5.678, 2.529)  -0.78
C (-1.271, 4.823, 1.808)  -0.45
C (1.444, 2.137, 2.423)  0.55
C (1.398, 1.016, 3.237)  -0.13
C (2.467, 0.775, 4.089)  -0.95
C (3.554, 1.642, 4.114)  -0.61
C (3.581, 2.760, 3.287)  -0.86
C (2.520, 3.013, 2.431)  -0.59
H (-1.636, 1.375, 0.903)  0.13
H (-1.065, 2.258, 4.050)  0.30
H (-2.530, 3.791, 5.319)  0.43
H (-3.184, 5.969, 4.350)  0.42
H (-2.379, 6.635, 2.112)  0.43
H (-0.902, 5.107, 0.828)  0.40
H (0.541, 0.355, 3.204)  0.54
H (2.448, -0.089, 4.742)  0.49
H (4.381, 1.450, 4.786)  0.43
H (4.427, 3.435, 3.311)  0.47
H (2.523, 3.890, 1.792)  0.52
C (3.305, -1.859, -2.004)  -0.98
C (3.360, -1.786, -0.478)  -0.98
P (1.774, -2.177, 0.313)  0.15
C (1.329, -3.857, -0.221)  0.51
C (2.347, -4.943, 0.119)  -1.54
C (2.150, -2.301, 2.087)  -0.60
C (0.924, -2.621, 2.942)  -0.96
H (4.256, -1.548, -2.432)  0.46
H (2.526, -1.208, -2.406)  -0.02
H (3.110, -2.875, -2.351)  0.33
H (3.636, -0.782, -0.146)  0.36
H (4.103, -2.473, -0.069)  0.67
H (1.154, -3.806, -1.298)  0.47
H (0.358, -4.068, 0.234)  -0.63
H (3.330, -4.732, -0.307)  0.32
H (2.017, -5.900, -0.285)  0.46
H (2.462, -5.066, 1.196)  0.34
H (2.591, -1.345, 2.374)  0.17
H (2.926, -3.058, 2.208)  0.68
H (0.114, -1.906, 2.774)  -0.14
H (1.175, -2.595, 4.002)  0.50
H (0.522, -3.614, 2.727)  0.28
C (3.211, 2.611, -3.746)  -1.51
C (2.879, 2.952, -2.289)  2.19
C (4.157, 3.028, -1.443)  -1.56
C (2.083, 4.264, -2.202)  -1.30
C (2.028, 1.872, -1.736)  -1.48
N (1.370, 1.035, -1.308)  0.55
H (3.825, 3.413, -4.157)  0.47
H (2.305, 2.523, -4.344)  0.17
H (3.771, 1.678, -3.816)  0.36
H (4.770, 3.851, -1.812)  0.47
H (4.736, 2.108, -1.519)  0.35
H (3.928, 3.212, -0.392)  0.22
H (2.706, 5.075, -2.582)  0.48
H (1.807, 4.492, -1.171)  0.22
H (1.177, 4.210, -2.807)  0.21

Summary:
charge: +2
LUMO: -5.26 eV
maximum force: 0.00978 Eh/bohr
energy above the lowest of the compared OMol25 structures with the same formula, charge and spin: 0.0 kcal/mol
E_HOMO: -13.4 eV
frontier orbital gap: 8.105 eV

***

No. 2
A 2-piece molecular cluster, C4H10O2S overall in a non-equilibrium geometry. Source: OMol25; level of theory: ωB97M-V/def2-TZVPD.

Each line ends with the natural charge from an NBO analysis.
Geometry (Å):
O (0.063, -2.018, -1.918)  -0.51
C (-0.608, -1.961, -0.926)  0.45
C (-0.187, -1.170, 0.309)  -0.53
C (-0.780, 0.226, 0.526)  -0.41
C (-1.846, 0.307, 1.615)  -0.48
S (-3.138, -1.006, 1.429)  -0.06
H (-1.552, -2.520, -0.786)  0.11
H (-0.244, -1.858, 1.139)  0.23
H (0.857, -1.006, 0.092)  0.23
H (-1.257, 0.615, -0.382)  0.21
H (0.029, 0.937, 0.691)  0.22
H (-1.439, 0.117, 2.604)  0.21
H (-2.348, 1.268, 1.631)  0.22
H (-3.342, -0.676, 0.144)  0.11
H (5.188, 3.491, -1.540)  0.46
H (5.536, 2.214, -2.244)  0.47
O (5.064, 3.041, -2.386)  -0.93

Summary:
charge: 0
structure (SMILES): O=CCCCS.O
LUMO: 0.71 eV
maximum force: 0.02814 Eh/bohr
energy above the lowest of the compared OMol25 structures with the same formula, charge and spin: 31.8 kcal/mol
E_HOMO: -9.4 eV
frontier orbital gap: 10.111 eV

***

No. 3
C21H23AlBF2N5O10P as an isolated structure. Source: OMol25; level of theory: ωB97M-V/def2-TZVPD.

Each line ends with the natural charge from an NBO analysis.
Geometry (Å):
C (3.315, 0.691, 2.921)  -0.96
P (2.097, -0.653, 2.529)  0.40
O (2.715, -1.255, 1.064)  -0.98
Al (-0.017, 0.253, 1.980)  0.85
B (-1.471, -0.244, 3.483)  0.51
N (-2.824, 0.264, 3.340)  -1.10
O (-1.231, -1.058, 4.585)  -0.92
N (-0.058, 2.225, 1.745)  -0.87
C (0.767, 2.949, 2.527)  0.97
O (1.538, 3.833, 2.254)  -0.65
F (0.649, 2.571, 3.833)  -0.35
C (-0.041, 2.680, 0.422)  1.00
O (0.651, 2.362, -0.483)  -0.53
F (-1.032, 3.590, 0.223)  -0.35
H (2.912, 1.411, 3.636)  0.23
H (3.657, 1.204, 2.017)  0.22
H (4.193, 0.239, 3.395)  0.20
H (3.629, -1.521, 1.225)  0.47
H (-0.499, -0.324, 0.576)  -0.38
H (-2.914, 0.782, 2.474)  0.37
H (-3.542, -0.455, 3.332)  0.38
H (-0.295, -0.993, 4.803)  0.49
C (-0.611, -5.123, -2.480)  -0.19
C (-1.089, -5.880, -1.416)  -0.22
C (-1.635, -5.260, -0.304)  -0.22
C (-1.696, -3.880, -0.281)  0.09
C (-1.217, -3.104, -1.320)  -0.20
C (-0.671, -3.734, -2.429)  -0.21
N (-2.290, -3.208, 0.886)  0.52
O (-2.659, -3.903, 1.816)  -0.40
O (-2.363, -2.001, 0.843)  -0.34
H (-0.193, -5.616, -3.345)  0.22
H (-1.036, -6.960, -1.453)  0.21
H (-2.007, -5.838, 0.528)  0.24
H (-1.264, -2.026, -1.260)  0.27
H (-0.295, -3.140, -3.247)  0.23
C (-4.440, -5.083, -8.191)  -0.18
C (-3.568, -5.952, -7.549)  -0.21
C (-2.518, -5.453, -6.796)  -0.21
C (-2.365, -4.083, -6.699)  0.09
C (-3.218, -3.200, -7.332)  -0.21
C (-4.263, -3.710, -8.085)  -0.21
N (-1.263, -3.545, -5.884)  0.52
O (-0.517, -4.340, -5.349)  -0.38
O (-1.171, -2.340, -5.785)  -0.36
H (-5.262, -5.477, -8.774)  0.22
H (-3.707, -7.021, -7.632)  0.22
H (-1.834, -6.117, -6.290)  0.25
H (-3.071, -2.134, -7.238)  0.25
H (-4.942, -3.034, -8.586)  0.22
C (2.613, 5.649, 4.431)  -0.16
C (2.540, 6.455, 3.301)  -0.20
C (3.182, 7.684, 3.287)  -0.22
C (3.891, 8.085, 4.406)  0.07
C (3.971, 7.302, 5.541)  -0.22
C (3.323, 6.077, 5.547)  -0.22
N (4.587, 9.380, 4.385)  0.52
O (4.487, 10.065, 3.386)  -0.39
O (5.226, 9.699, 5.371)  -0.39
H (2.118, 4.690, 4.436)  0.25
H (1.990, 6.119, 2.436)  0.25
H (3.133, 8.319, 2.415)  0.24
H (4.528, 7.639, 6.403)  0.24
H (3.376, 5.450, 6.426)  0.22

Summary:
charge: -1
LUMO: 0.64 eV
maximum force: 0.01673 Eh/bohr
E_HOMO: -4.1 eV
frontier orbital gap: 4.770 eV